C36H34AsCl3F7N3NiO5S as an isolated structure, computed with ωB97M-V with the def2-TZVPD basis set.

Structure (XYZ):
```
91
Properties=species:S:1:pos:R:3:forces:R:3
Ni -1.836480 0.559577 2.560000 -0.06 -0.64 -0.05
C 5.515570 -0.514017 2.269895 0.00 -0.01 0.01
C 4.895872 -0.092114 0.953081 0.00 0.00 -0.01
N 3.446221 0.151054 0.999565 -0.02 -0.01 0.02
C 2.731950 -0.035726 2.131047 0.06 0.01 -0.02
C 1.392561 0.167259 2.272764 -0.02 -0.01 -0.05
C 0.813825 -0.120842 3.653094 -0.04 0.00 -0.04
O 1.602661 -0.416660 4.538585 0.01 -0.03 0.00
O -0.457954 -0.045612 3.785059 0.05 0.05 0.13
C 0.657720 0.635795 1.144602 0.02 0.01 0.06
O -0.553159 0.907983 1.109445 -0.07 0.13 0.04
C 1.420381 0.827764 -0.089211 0.01 -0.05 -0.03
C 0.737914 1.248218 -1.229851 -0.02 0.01 0.00
C 1.415807 1.406091 -2.402179 0.00 -0.04 -0.02
F 0.727070 1.745686 -3.515327 0.01 0.00 0.00
C 2.799007 1.203935 -2.492121 -0.05 0.00 0.01
C 3.476133 0.790904 -1.354904 -0.02 0.04 0.02
C 2.794370 0.579989 -0.148009 0.02 -0.04 0.00
N 3.521581 1.431895 -3.687653 0.11 0.02 0.03
C 2.992616 2.263317 -4.757810 0.00 0.02 -0.02
C 4.163946 2.638481 -5.682062 0.05 0.00 0.02
N 5.426675 2.558527 -4.871932 -0.02 -0.02 0.04
C 5.757485 1.121981 -4.545905 0.00 0.05 -0.03
C 4.436201 0.425785 -4.189057 -0.05 -0.06 -0.05
H 6.588153 -0.627214 2.116827 0.00 -0.01 0.00
H 5.128244 -1.469501 2.621395 -0.01 0.00 0.00
H 5.367784 0.231583 3.050186 0.01 0.01 0.00
H 5.081071 -0.862333 0.198944 0.00 0.01 0.00
H 5.373874 0.828672 0.608964 0.00 0.00 0.02
H 3.264872 -0.371283 3.008258 -0.01 0.00 0.01
H -0.329155 1.431414 -1.169058 0.01 -0.01 0.00
H 4.547806 0.664021 -1.404360 0.00 0.00 -0.02
H 2.554003 3.161951 -4.327999 -0.02 -0.01 0.01
H 2.224349 1.771875 -5.361047 0.00 0.00 0.00
H 4.067310 3.644898 -6.081208 -0.01 0.00 0.01
H 4.290152 1.942816 -6.509298 -0.02 0.01 -0.01
H 5.255341 3.039530 -3.986077 0.01 0.02 -0.01
H 6.206868 3.017430 -5.339741 0.00 -0.02 -0.02
H 6.460585 1.143773 -3.715510 -0.01 -0.02 0.01
H 6.241454 0.689556 -5.419520 0.00 0.00 0.00
H 4.612396 -0.345770 -3.445415 0.00 0.02 0.03
H 4.021098 -0.072634 -5.073712 0.00 -0.01 0.00
Cl -3.674279 1.605128 9.413607 0.01 0.00 -0.01
C -3.540565 1.092030 7.790290 -0.01 -0.01 0.02
C -2.937017 1.947972 6.858458 0.02 -0.01 0.00
C -2.826979 1.535098 5.564953 -0.03 -0.03 -0.01
Cl -2.168565 2.553266 4.364730 0.07 0.16 -0.07
C -3.318230 0.240906 5.123834 0.03 -0.04 0.04
O -3.214922 -0.152274 3.951531 -0.05 0.16 -0.04
C -3.947657 -0.583435 6.142590 0.00 0.00 -0.03
Cl -4.539163 -2.108941 5.658635 0.00 0.01 0.00
C -4.047327 -0.166763 7.437199 0.01 0.01 0.01
H -2.573790 2.917199 7.167415 0.00 0.00 0.00
H -4.505909 -0.793815 8.187714 0.00 -0.01 -0.01
F -3.336887 1.464834 1.478009 0.02 0.06 0.03
As -3.256583 3.084643 0.620934 -0.02 0.21 0.23
F -4.106311 3.741091 1.966746 0.02 -0.02 -0.03
F -3.156890 4.597506 -0.167576 0.02 -0.01 -0.02
F -4.729942 2.648955 -0.141719 0.00 -0.01 -0.01
F -2.373239 2.298357 -0.649910 0.15 0.40 -0.03
F -1.751874 3.339036 1.463531 -0.13 0.04 0.01
O -2.183481 -1.192748 1.530765 0.27 0.03 0.02
S -3.342769 -2.152412 1.652062 -0.13 0.07 -0.03
C -4.655792 -1.442259 0.622476 -0.13 -0.02 -0.02
C -4.289402 -1.207216 -0.811185 0.06 -0.02 -0.02
C -3.342214 -0.241730 -1.146293 -0.03 -0.14 0.12
C -3.002368 -0.038954 -2.474514 0.01 -0.03 -0.02
C -3.598184 -0.793019 -3.476894 -0.01 -0.01 0.03
C -4.549334 -1.749101 -3.148992 -0.02 0.00 0.00
C -4.894770 -1.951404 -1.820112 0.02 -0.04 -0.01
C -2.888278 -3.597866 0.608457 0.03 -0.03 0.03
C -1.578772 -3.461074 -0.109756 -0.02 0.14 -0.05
C -0.373380 -3.507855 0.584111 -0.01 -0.05 0.03
C 0.829012 -3.419028 -0.097667 0.00 0.04 0.00
C 0.837359 -3.270314 -1.479012 0.05 0.06 0.02
C -0.360036 -3.200653 -2.173434 -0.03 0.00 0.01
C -1.563939 -3.291964 -1.489636 0.02 0.01 0.01
H -4.917021 -0.514315 1.136239 0.04 -0.01 0.03
H -5.490107 -2.140379 0.730260 -0.04 0.04 -0.04
H -2.887000 0.358960 -0.370532 -0.11 -0.37 -0.27
H -2.283282 0.730351 -2.727558 -0.02 0.00 0.01
H -3.339125 -0.622617 -4.514038 0.00 0.00 -0.01
H -5.031252 -2.328909 -3.925395 -0.01 0.00 0.00
H -5.648712 -2.688862 -1.566706 -0.02 0.00 0.00
H -3.698706 -3.733758 -0.105736 -0.04 -0.05 0.04
H -2.878151 -4.440941 1.299191 0.02 0.01 0.00
H -0.372610 -3.621639 1.661980 -0.01 0.01 0.00
H 1.760055 -3.474760 0.452029 0.02 0.00 0.00
H 1.778636 -3.211945 -2.011884 0.01 -0.01 0.00
H -0.364837 -3.082057 -3.249598 0.00 0.00 0.00
H -2.499612 -3.230374 -2.032339 0.02 0.01 0.00
```
Forces are in eV/Å.

Values from the calculation:
Molar mass ... 993.7 g/mol
2S+1 ... 4
Total energy ... -8154.56284 a.u.
F_max ... 0.6 eV Å⁻¹
Total charge ... +1

Results of the Löwdin charge analysis, in e, for atoms 1 through 8:
1 Ni 0.62
2 C -0.07
3 C -0.19
4 N -0.01
5 C 0.04
6 C 0.00
7 C -0.58
8 O 0.05